No. 1
{
  "formula": "C2H4ClFS",
  "method": "the ωB97M-V functional and the def2-TZVPD basis",
  "elements": ["C", "C", "F", "S", "H", "H", "H", "Cl", "H"],
  "xyz": [[0.645, -0.930, -0.308], [-0.619, -0.152, -0.369], [-0.645, 0.900, -1.199], [-1.980, -0.536, 0.396], [0.746, -1.548, 0.688], [0.648, -1.642, -1.185], [1.432, -0.181, -0.366], [0.255, 2.579, 1.359], [-0.484, 1.511, 0.984]],
  "forces_ev_per_angstrom": [[0.296, -0.930, 0.801], [-1.356, -0.963, 0.270], [0.766, -0.336, -0.150], [-0.050, 0.158, 0.173], [-0.419, 1.344, -2.103], [0.271, 0.820, 0.862], [0.513, -0.358, -0.202], [-0.849, -1.320, -0.405], [0.828, 1.585, 0.754]],
  "mulliken_charge": [-0.607, 0.090, -0.152, -0.154, 0.278, 0.270, 0.268, -0.265, 0.272],
  "relative_energy_ev": 0.6263,
  "smiles": "CC(F)=S.Cl",
  "multiplicity": 1,
  "charge": 0,
  "homo_ev": -9.70
}

---

No. 2
{
  "formula": "C2H4ClI",
  "method": "the ωB97M-V functional and the def2-TZVPD basis",
  "elements": ["C", "C", "Cl", "I", "H", "H", "H", "H"],
  "xyz": [[0.769, -0.190, -1.522], [-1.113, 0.043, 1.943], [0.115, -0.168, 3.031], [-2.842, 0.788, 2.788], [1.158, -1.154, -1.825], [-0.368, -0.207, -1.539], [1.179, 0.279, -0.607], [1.103, 0.609, -2.269]],
  "forces_ev_per_angstrom": [[-0.767, 2.322, -1.052], [-0.288, -0.098, -1.024], [0.582, -0.059, 0.717], [-0.301, 0.159, 0.303], [0.244, -0.026, 0.336], [1.528, 0.041, 0.294], [-0.418, -1.046, -0.025], [-0.578, -1.293, 0.451]],
  "mulliken_charge": [-0.852, -0.105, -0.001, 0.100, 0.228, 0.204, 0.181, 0.244],
  "relative_energy_ev": 3.2927,
  "multiplicity": 1,
  "charge": 0,
  "homo_ev": -9.00
}

---

No. 3
{
  "formula": "C2H4ClIN2",
  "method": "the ωB97M-V functional and the def2-TZVPD basis",
  "elements": ["Cl", "C", "N", "N", "C", "I", "H", "H", "H", "H"],
  "xyz": [[1.802, 1.121, -1.191], [0.608, 0.630, 0.211], [-0.688, 1.051, -0.097], [-1.195, -0.271, -0.193], [0.067, -0.895, -0.036], [0.378, -2.231, 1.585], [1.207, 0.867, 1.106], [-1.266, 1.639, 0.598], [-1.608, -0.649, -1.020], [0.694, -1.262, -0.964]],
  "forces_ev_per_angstrom": [[-0.493, -0.263, 0.832], [1.754, -1.788, -0.787], [-2.431, 2.052, 0.847], [-0.829, -1.838, 0.812], [3.941, 1.841, -0.942], [-0.123, -0.143, 0.062], [-0.863, 0.138, -0.315], [1.567, -1.297, -1.281], [-0.709, 1.070, -0.984], [-1.815, 0.229, 1.756]],
  "mulliken_charge": [-0.270, 0.035, -0.340, -0.297, -0.430, 0.056, 0.334, 0.300, 0.254, 0.358],
  "relative_energy_ev": 0.6705,
  "smiles": "Cl[C@H]1NN[C@@H]1I",
  "multiplicity": 1,
  "charge": 0,
  "homo_ev": -8.98
}

---

No. 4
{
  "formula": "C2H4ClN2P",
  "method": "the ωB97M-V functional and the def2-TZVPD basis",
  "elements": ["Cl", "P", "N", "C", "C", "N", "H", "H", "H", "H"],
  "xyz": [[2.922, 0.408, -0.659], [1.568, 0.081, 0.806], [0.790, -1.350, 0.085], [-0.424, -1.143, -0.240], [-0.997, 0.274, -0.102], [0.239, 1.104, 0.433], [-0.849, -1.995, -0.761], [-1.482, 0.762, -1.032], [-1.744, -0.017, 0.582], [-0.024, 1.877, 0.887]],
  "forces_ev_per_angstrom": [[0.595, 0.194, -0.852], [-1.640, -0.383, 0.450], [0.157, 0.822, 0.923], [2.137, 0.888, -1.478], [2.258, 0.464, -1.444], [-1.370, -5.660, -3.043], [-0.994, 0.263, 0.151], [0.942, -1.072, 1.385], [-1.299, 1.087, 1.579], [-0.785, 3.398, 2.329]],
  "mulliken_charge": [-0.214, 0.190, -0.436, -0.139, -0.260, -0.289, 0.403, 0.278, 0.248, 0.220],
  "relative_energy_ev": 0.3830,
  "smiles": "ClP1N=CCN1",
  "multiplicity": 1,
  "charge": 0,
  "homo_ev": -9.01
}

---

No. 5
{
  "formula": "C2H4ClN2P",
  "method": "the ωB97M-V functional and the def2-TZVPD basis",
  "elements": ["Cl", "C", "C", "N", "P", "N", "H", "H", "H", "H"],
  "xyz": [[1.327, 1.763, -0.264], [0.426, 0.200, 0.268], [-0.767, -0.055, -0.747], [-0.214, -0.725, -1.823], [1.150, -1.428, -1.674], [1.339, -0.917, 0.106], [0.210, 0.343, 1.277], [-1.431, -0.880, -0.237], [-1.263, 0.775, -1.150], [2.146, -0.762, 0.633]],
  "forces_ev_per_angstrom": [[-0.390, -0.146, 0.248], [0.626, -0.601, -2.421], [0.552, -2.224, 3.100], [1.015, -1.538, -2.372], [0.422, 0.652, 2.309], [-2.800, 0.171, -2.673], [-0.701, 0.437, 1.492], [0.552, 1.946, -0.612], [-1.022, 1.432, 0.418], [1.747, -0.128, 0.512]],
  "mulliken_charge": [-0.251, -0.134, -0.338, -0.275, 0.197, -0.422, 0.406, 0.215, 0.342, 0.260],
  "relative_energy_ev": 0.9125,
  "smiles": "Cl[C@H]1CN=PN1",
  "multiplicity": 1,
  "charge": 0,
  "homo_ev": -9.54
}

---

No. 6
{
  "formula": "C2H4ClN2P",
  "method": "the ωB97M-V functional and the def2-TZVPD basis",
  "elements": ["C", "C", "N", "N", "P", "Cl", "H", "H", "H", "H"],
  "xyz": [[0.006, 0.751, -0.058], [-0.366, -0.390, 0.963], [-0.325, -1.757, 0.354], [0.227, -0.023, -1.472], [0.008, -1.648, -1.197], [1.043, -0.136, 2.189], [-0.636, 1.551, -0.132], [1.001, 1.168, 0.154], [-1.306, -0.092, 1.467], [0.347, 0.575, -2.269]],
  "forces_ev_per_angstrom": [[2.645, -3.406, -2.074], [1.156, -0.026, -1.614], [-0.854, 1.255, 2.960], [-0.371, 2.143, 1.899], [0.154, 1.002, -0.710], [-0.853, -0.685, 0.193], [-2.049, 1.345, -0.449], [-0.410, -0.353, 0.008], [0.633, -0.880, 0.034], [-0.051, -0.396, -0.248]],
  "mulliken_charge": [-0.586, 0.201, -0.343, -0.220, 0.082, -0.261, 0.345, 0.283, 0.277, 0.222],
  "relative_energy_ev": 2.9252,
  "multiplicity": 3,
  "charge": 0,
  "homo_ev": [-6.38, -9.17]
}